{"formula": "C3H3N2", "method": "ωB97M-V/def2-TZVPD", "symbols": ["C", "C", "C", "N", "N", "H", "H", "H"], "coordinates": [[-2.22, 1.56, -0.98], [0.86, -0.16, -0.03], [-1.48, 0.46, -0.33], [-2.72, 2.38, -1.59], [-0.30, 0.32, -0.07], [1.04, -0.75, -0.92], [1.39, 0.07, 0.96], [-2.22, -0.32, -0.12]], "spin_multiplicity": 3, "relative_energy_kj_mol": 264.0, "e_lumo_ev": [-5.873, -11.105], "charge": 1, "e_tot_ha": -225.06940, "orbital_gap_ev": [7.290, 7.032], "s_squared": 2.008}

=====

{"formula": "C30H27Br2IrN4OS2", "method": "ωB97M-V/def2-TZVPD", "symbols": ["Ir", "C", "N", "C", "C", "N", "C", "C", "C", "C", "C", "C", "C", "S", "C", "C", "C", "C", "C", "C", "S", "H", "H", "H", "H", "H", "H", "H", "H", "H", "H", "H", "H", "H", "H", "H", "H", "H", "H", "Br", "C", "C", "C", "Br", "C", "C", "C", "C", "N", "C", "C", "O", "H", "H", "H", "H", "C", "C", "C", "N", "C", "C", "H", "H", "H", "H", "H"], "coordinates": [[-0.35, 0.01, -0.14], [1.11, 1.35, 2.60], [0.29, 0.18, 2.18], [1.02, -1.03, 2.56], [2.24, -1.24, 1.66], [2.05, -0.93, 0.22], [3.05, 0.05, -0.23], [2.03, -2.14, -0.58], [3.13, -2.56, -1.31], [3.07, -3.76, -2.03], [1.92, -4.53, -2.00], [0.81, -4.09, -1.28], [0.86, -2.90, -0.57], [-0.61, -2.32, 0.25], [-1.04, 0.32, 2.75], [-1.48, -0.39, 3.85], [-2.76, -0.14, 4.36], [-3.56, 0.82, 3.78], [-3.12, 1.53, 2.67], [-1.86, 1.28, 2.15], [-1.23, 2.05, 0.70], [1.18, 1.36, 3.69], [0.66, 2.28, 2.25], [2.10, 1.27, 2.17], [0.34, -1.88, 2.50], [1.38, -0.96, 3.59], [2.57, -2.28, 1.78], [3.06, -0.61, 2.02], [4.06, -0.24, 0.09], [2.82, 1.03, 0.19], [3.03, 0.14, -1.31], [4.04, -1.98, -1.33], [3.93, -4.08, -2.60], [1.87, -5.46, -2.55], [-0.10, -4.67, -1.27], [-0.85, -1.13, 4.33], [-3.11, -0.71, 5.21], [-4.55, 1.02, 4.18], [-3.75, 2.27, 2.20], [2.65, 3.54, -2.23], [1.74, 2.13, -3.07], [1.90, 1.91, -4.45], [1.26, 0.88, -5.08], [1.51, 0.64, -6.93], [0.42, 0.01, -4.36], [-0.31, -1.07, -4.89], [-1.10, -1.83, -4.08], [-1.17, -1.55, -2.71], [-0.50, -0.55, -2.17], [0.28, 0.24, -2.97], [0.93, 1.31, -2.32], [0.73, 1.47, -1.02], [2.55, 2.58, -5.01], [-0.23, -1.29, -5.95], [-1.67, -2.67, -4.47], [-1.77, -2.15, -2.04], [-5.27, -0.26, -0.66], [-4.47, 0.51, -1.50], [-3.11, 0.52, -1.29], [-2.53, -0.20, -0.33], [-3.29, -0.93, 0.49], [-4.67, -0.99, 0.35], [-6.34, -0.29, -0.79], [-4.90, 1.10, -2.29], [-2.46, 1.12, -1.91], [-2.80, -1.47, 1.29], [-5.25, -1.59, 1.04]], "spin_multiplicity": 2, "relative_energy_kj_mol": 164.9, "e_lumo_ev": [-3.767, -3.834], "charge": 1, "e_tot_ha": -7502.19111, "orbital_gap_ev": [6.378, 6.561], "s_squared": 0.757}

=====

{"formula": "C3H12N4", "method": "ωB97M-V/def2-TZVPD", "symbols": ["C", "C", "C", "N", "N", "N", "N", "H", "H", "H", "H", "H", "H", "H", "H", "H", "H", "H", "H"], "coordinates": [[-1.90, -0.48, -0.66], [1.39, -1.18, 1.07], [0.26, 0.91, 0.39], [-2.78, -0.84, 0.23], [0.30, 2.09, -0.20], [-2.09, -0.62, -1.94], [1.24, -0.11, 0.05], [1.75, -0.76, 2.01], [0.44, -1.67, 1.25], [2.11, -1.92, 0.74], [-0.23, 0.81, 1.35], [-2.63, -0.71, 1.22], [-3.68, -1.24, -0.02], [-0.25, 2.86, 0.15], [0.81, 2.27, -1.06], [-1.43, -0.30, -2.63], [-2.95, -1.01, -2.32], [1.01, -0.57, -0.85], [2.17, 0.33, -0.09]], "spin_multiplicity": 3, "relative_energy_kj_mol": 22.0, "e_lumo_ev": [-7.387, -11.157], "charge": 2, "e_tot_ha": -339.76117, "orbital_gap_ev": [7.606, 8.741], "s_squared": 2.008}

=====

{"formula": "C26H23ClN4O5PtS", "method": "ωB97M-V/def2-TZVPD", "symbols": ["Pt", "O", "C", "O", "C", "C", "C", "C", "C", "C", "N", "O", "O", "H", "H", "H", "H", "S", "C", "C", "C", "N", "C", "C", "C", "C", "C", "N", "C", "C", "H", "H", "H", "H", "H", "H", "H", "H", "Cl", "C", "C", "C", "C", "C", "C", "C", "H", "H", "H", "H", "H", "H", "C", "C", "N", "O", "H", "H", "H", "H", "H"], "coordinates": [[-0.23, 0.28, -0.94], [-1.39, -1.74, -4.73], [-0.68, -1.29, -3.85], [-1.02, -0.39, -3.01], [0.77, -1.80, -3.77], [1.40, -2.22, -4.94], [2.72, -2.65, -4.92], [3.42, -2.68, -3.73], [2.77, -2.31, -2.56], [1.45, -1.87, -2.57], [3.47, -2.38, -1.31], [4.68, -2.49, -1.32], [2.80, -2.32, -0.28], [0.83, -2.20, -5.86], [3.20, -2.98, -5.83], [4.45, -3.02, -3.68], [0.98, -1.58, -1.64], [-2.39, -4.00, 3.74], [-1.77, -2.90, 2.47], [-0.43, -2.88, 2.13], [-0.02, -2.04, 1.12], [-0.86, -1.23, 0.47], [-2.15, -1.23, 0.82], [-2.65, -2.05, 1.81], [-1.88, -2.98, 5.14], [-0.58, -3.01, 5.62], [-0.27, -2.16, 6.67], [-1.14, -1.35, 7.24], [-2.38, -1.34, 6.78], [-2.81, -2.14, 5.73], [0.28, -3.53, 2.62], [1.02, -2.02, 0.81], [-2.79, -0.53, 0.29], [-3.70, -2.04, 2.05], [0.16, -3.66, 5.19], [0.73, -2.14, 7.08], [-3.06, -0.66, 7.27], [-3.83, -2.11, 5.38], [0.46, 1.73, 1.46], [0.93, 2.99, 0.38], [0.78, 4.32, 0.74], [1.09, 5.31, -0.18], [1.48, 4.97, -1.46], [1.62, 3.64, -1.82], [1.40, 2.61, -0.89], [1.67, 1.22, -1.21], [0.42, 4.58, 1.72], [1.01, 6.35, 0.10], [1.69, 5.74, -2.18], [1.94, 3.38, -2.82], [2.27, 0.71, -0.44], [2.09, 1.08, -2.21], [-2.30, 4.41, -1.39], [-1.90, 2.97, -1.53], [-1.61, 2.52, -2.75], [-1.84, 2.23, -0.55], [-2.05, 4.99, -2.27], [-1.81, 4.84, -0.52], [-3.38, 4.46, -1.23], [-1.69, 3.09, -3.57], [-1.41, 1.52, -2.87]], "relative_energy_kj_mol": 193.4, "e_lumo_ev": [-1.202, -1.201], "e_tot_ha": -2577.35967, "orbital_gap_ev": [6.641, 6.642]}

=====

{"formula": "C8H6N2O", "method": "ωB97M-V/def2-TZVPD", "symbols": ["C", "C", "C", "C", "C", "C", "C", "C", "H", "H", "H", "H", "H", "H", "N", "N", "O"], "coordinates": [[-2.16, -1.35, -0.23], [-2.60, -0.61, -1.29], [-1.81, 0.50, -1.75], [-0.12, 0.06, -0.25], [-0.89, -1.06, 0.28], [1.24, 0.43, 0.32], [3.18, 0.98, 0.70], [2.55, 0.66, 1.86], [-2.95, -2.23, 0.19], [-3.61, -0.69, -1.75], [-2.22, 0.97, -2.61], [-0.63, -1.61, 1.23], [4.13, 1.44, 0.39], [2.91, 0.67, 2.84], [-0.59, 0.69, -1.29], [2.23, 0.86, -0.33], [1.34, 0.29, 1.69]], "relative_energy_kj_mol": 226.6, "e_lumo_ev": 0.644, "e_tot_ha": -493.13761, "orbital_gap_ev": 9.515}

=====

{"formula": "CIN5O2", "method": "ωB97M-V/def2-TZVPD", "symbols": ["C", "N", "N", "N", "N", "N", "O", "O", "I"], "coordinates": [[0.51, -0.04, 0.01], [-0.69, -0.64, 0.08], [0.24, 1.35, -0.01], [-1.55, 0.32, 0.07], [-0.98, 1.47, 0.04], [1.73, -0.70, -0.07], [2.54, -0.22, -0.86], [1.88, -1.74, 0.57], [-3.70, 0.21, 0.16]], "relative_energy_kj_mol": 0.0, "smiles": "O=[N+]([O-])c1nnn(I)n1", "e_lumo_ev": -2.558, "e_tot_ha": -759.86257, "orbital_gap_ev": 8.363}

=====

no.,molar mass (g mol⁻¹)
1,67.07
2,875.73
3,104.16
4,734.09
5,146.15
6,240.95